No. 1
{
  "formula": "C3H6N3S",
  "method": "ωB97M-V/def2-TZVPD",
  "total_charge": 1,
  "gap_ev": [7.7, 7.7],
  "de_lowest_kcal_mol": 61.1,
  "smiles": "SC1=NNCC=[NH+]1",
  "spin_multiplicity": 1,
  "largest_force_ev_per_a": 3.730,
  "e_tot_ev": -18504.113,
  "symbols": ["C", "C", "C", "N", "N", "N", "S", "H", "H", "H", "H", "H", "H"],
  "positions_angstrom": [[1.21081, -0.10993, -0.04179], [-1.37626, 0.18830, 0.53603], [-0.89846, -1.01875, -0.22929], [0.39248, -1.23861, -0.10507], [0.71805, 1.09254, -0.23177], [-0.60927, 1.07694, -0.28579], [2.96365, -0.07980, 0.07246], [-2.39126, 0.31802, 0.46140], [-0.90250, 0.22837, 1.45538], [-1.45370, -1.51026, -1.07307], [0.74587, -2.13671, -0.30179], [2.70911, 1.26302, 0.33963], [-1.10851, 1.92685, -0.59634]],
  "atomic_forces_ev_per_a": [[1.05, 1.06, 0.65], [2.68, -1.51, -2.11], [-1.62, 0.43, -0.72], [0.09, 1.73, -0.15], [-1.21, -1.79, -0.24], [-1.72, 1.79, -0.92], [-0.42, 0.63, 0.66], [-2.25, 0.61, 0.12], [0.12, -0.26, 2.53], [0.29, -0.02, 1.40], [0.91, -1.02, -0.88], [1.12, -1.06, -0.23], [0.96, -0.58, -0.11]]
}

---

No. 2
{
  "formula": "C3H6N3S",
  "method": "ωB97M-V/def2-TZVPD",
  "total_charge": 1,
  "gap_ev": 9.3,
  "de_lowest_kcal_mol": 70.8,
  "smiles": "S=C1N[C@H]2C[N@H+]2N1",
  "spin_multiplicity": 1,
  "largest_force_ev_per_a": 4.736,
  "e_tot_ev": -18503.690,
  "symbols": ["C", "C", "C", "N", "N", "N", "S", "H", "H", "H", "H", "H", "H"],
  "positions_angstrom": [[-1.56761, 0.06076, 0.01164], [1.31133, -0.10004, 0.63875], [0.60874, 0.85894, -0.31949], [-0.75639, 1.14125, -0.24518], [-0.67521, -1.07089, -0.14546], [0.63144, -0.68268, -0.45763], [-3.11802, -0.05160, 0.19415], [2.38005, -0.03167, 0.83328], [0.81865, -0.30407, 1.64872], [1.17825, 1.54612, -0.93990], [-0.95272, 2.10129, -0.24194], [-0.86174, -2.05637, 0.25715], [1.00324, -1.41104, -1.23409]],
  "atomic_forces_ev_per_a": [[2.01, -0.94, -0.78], [-0.32, 2.00, 3.71], [0.43, -1.21, 0.51], [1.33, -0.82, 0.47], [-1.68, -0.97, 0.53], [0.36, -3.49, -3.19], [-1.66, 0.00, 0.57], [0.04, -0.31, -1.13], [0.42, 0.16, -1.64], [0.21, -0.57, -0.17], [-1.31, 1.13, -0.02], [0.46, 2.43, -0.87], [-0.29, 2.58, 2.02]]
}

---

No. 3
{
  "formula": "C3H6N4",
  "method": "ωB97M-V/def2-TZVPD",
  "gap_ev": 9.6,
  "de_lowest_kcal_mol": 18.5,
  "smiles": "Cn1ncnc1N",
  "spin_multiplicity": 1,
  "largest_force_ev_per_a": 2.784,
  "e_tot_ev": -9168.055,
  "symbols": ["C", "C", "C", "H", "H", "H", "H", "H", "H", "N", "N", "N", "N"],
  "positions_angstrom": [[1.30452, -0.51911, -1.41015], [0.16081, 0.95234, 1.47295], [-0.73808, -0.16198, -0.04389], [1.82930, -1.53358, -1.28541], [0.57296, -0.46687, -2.24001], [2.12873, 0.13528, -1.67241], [0.18826, 1.51110, 2.37022], [-1.18771, -1.47466, -1.56883], [-2.52522, -0.72563, -0.53814], [0.60610, -0.19978, -0.22141], [1.20443, 0.55856, 0.80955], [-1.00116, 0.41360, 1.10847], [-1.57649, -0.63996, -1.00788]],
  "atomic_forces_ev_per_a": [[0.93, -1.92, -0.77], [0.52, -1.22, 0.85], [2.20, -0.40, 0.25], [-1.08, 1.09, -0.56], [0.60, -0.43, 0.25], [-0.18, 0.59, 0.41], [0.48, 0.57, 0.63], [-1.35, 1.75, 1.55], [1.48, -0.35, -1.43], [0.10, 1.75, 1.41], [0.11, -0.17, -1.50], [-2.44, 0.43, -1.27], [-1.37, -1.67, 0.16]]
}

---

No. 4
{
  "formula": "C3H6N4",
  "method": "ωB97M-V/def2-TZVPD",
  "gap_ev": 9.7,
  "de_lowest_kcal_mol": 112.8,
  "smiles": "[H]/N=C\\N(/C=N\\[H])/C=N\\[H]",
  "spin_multiplicity": 1,
  "largest_force_ev_per_a": 11.207,
  "e_tot_ev": -9163.967,
  "symbols": ["C", "C", "C", "H", "H", "H", "H", "H", "H", "N", "N", "N", "N"],
  "positions_angstrom": [[-1.28316, -0.49562, 0.52072], [0.88815, -0.51586, -0.89357], [-0.00789, 1.46707, 0.28319], [-1.30140, -2.17797, -0.47206], [-1.42074, 0.19436, 1.59766], [1.34411, 0.36370, -1.36648], [0.82072, -2.07127, -0.04552], [-1.14265, 1.87039, 0.40518], [1.69231, 2.23507, 0.13720], [-1.76074, -1.73944, 0.41128], [-0.10956, 0.12870, -0.22331], [1.35364, -1.74091, -0.88887], [0.92721, 2.48177, 0.53459]],
  "atomic_forces_ev_per_a": [[0.92, -2.45, 2.64], [2.69, -0.36, -0.92], [-0.23, 5.67, 0.46], [-1.03, 0.78, 1.68], [-0.37, -2.31, -3.50], [0.85, -1.04, -1.08], [0.45, -0.98, -0.97], [2.97, -1.03, 0.35], [7.34, -2.22, -2.80], [2.56, 4.02, -1.74], [-3.28, 0.39, 3.28], [-2.23, 2.90, 1.63], [-10.64, -3.37, 0.97]]
}

---

No. 5
{
  "formula": "C3H6N4",
  "method": "ωB97M-V/def2-TZVPD",
  "gap_ev": 9.6,
  "de_lowest_kcal_mol": 91.4,
  "smiles": "[H]/N=C(C)/N=N\\N=C",
  "spin_multiplicity": 1,
  "largest_force_ev_per_a": 3.659,
  "e_tot_ev": -9164.892,
  "symbols": ["C", "C", "C", "N", "N", "N", "N", "H", "H", "H", "H", "H", "H"],
  "positions_angstrom": [[-0.90162, 1.67808, 0.13839], [-0.89532, 0.22716, -0.22860], [2.00731, -1.53189, 0.05042], [-0.08206, -1.18436, 1.52784], [-1.04538, -0.64817, 1.10226], [1.18371, -0.81536, 0.66266], [-1.07876, -0.36367, -1.30962], [-1.23381, 0.23780, -2.11668], [-0.08508, 1.89508, 0.82486], [-0.80383, 2.29075, -0.75631], [-1.84335, 1.92609, 0.63063], [2.01794, -2.62307, 0.07693], [2.76027, -1.08844, -0.60277]],
  "atomic_forces_ev_per_a": [[0.10, -0.07, -0.13], [-1.00, -0.60, 1.59], [-0.74, -1.40, 0.51], [3.25, -1.66, -0.24], [-0.81, 1.92, -2.59], [-0.82, 1.88, 0.25], [-0.18, -0.44, 0.06], [0.33, 0.20, 0.19], [0.02, 0.01, 0.00], [0.04, 0.00, -0.01], [0.03, -0.07, 0.03], [-0.15, -0.14, 0.04], [-0.07, 0.36, 0.30]]
}

---

No. 6
{
  "formula": "C3H6N4O",
  "method": "ωB97M-V/def2-TZVPD",
  "gap_ev": [7.2, 7.2],
  "de_lowest_kcal_mol": 128.6,
  "spin_multiplicity": 1,
  "largest_force_ev_per_a": 4.327,
  "e_tot_ev": -11211.200,
  "symbols": ["C", "C", "C", "N", "N", "N", "N", "O", "H", "H", "H", "H", "H", "H"],
  "positions_angstrom": [[0.47054, -2.31037, -1.37481], [-0.40381, -1.15776, -1.56645], [1.25929, 0.96679, 1.08024], [1.47939, -2.05798, -0.50323], [1.76456, -1.01999, 0.10589], [0.87738, -0.21054, 0.43504], [-1.68816, -1.30487, -1.12366], [0.17663, -3.37432, -1.89659], [-0.03396, -0.09636, -1.48876], [2.31321, 0.88294, 1.32233], [0.86408, 1.79985, 0.53227], [0.51420, 1.09873, 2.01962], [-2.04006, -0.36227, -0.99637], [-2.28118, -2.12128, -1.13974]],
  "atomic_forces_ev_per_a": [[-0.04, -0.12, -0.52], [-1.89, 0.91, 3.06], [-1.86, 0.32, 2.96], [-0.03, -3.84, -2.00], [1.21, 2.76, 1.65], [-1.97, -1.05, -1.13], [2.32, 2.34, -1.86], [0.36, -0.27, 0.24], [-0.48, -1.26, -0.69], [0.16, 0.91, 0.24], [0.74, 0.77, -0.78], [2.11, -0.58, -1.40], [-1.10, -0.73, 0.18], [0.48, -0.17, 0.04]]
}

---

No. 7
{
  "formula": "C3H6N4O",
  "method": "ωB97M-V/def2-TZVPD",
  "gap_ev": 9.5,
  "de_lowest_kcal_mol": 137.8,
  "spin_multiplicity": 1,
  "largest_force_ev_per_a": 11.044,
  "e_tot_ev": -11210.801,
  "symbols": ["C", "C", "C", "H", "H", "H", "H", "H", "H", "N", "N", "N", "N", "O"],
  "positions_angstrom": [[-1.49353, -0.01471, -0.07380], [0.45646, -0.21272, 0.03310], [1.89656, -0.77133, -0.24669], [-3.57721, 0.37249, -0.35314], [-3.06456, -0.88500, 1.01145], [0.82875, 1.84294, -0.36743], [2.12131, -1.46817, 0.76572], [2.18446, -1.37251, -1.13045], [2.34044, 0.98136, 0.75817], [-2.88966, -0.41622, -0.35638], [-1.18474, 1.30324, -0.13426], [0.16044, 1.13094, 0.10607], [-0.59285, -0.82755, 0.17602], [2.81411, 0.33724, -0.18837]],
  "atomic_forces_ev_per_a": [[-9.01, 6.21, -1.49], [6.32, 2.93, -0.54], [0.54, -0.15, 4.54], [1.32, -0.42, 0.12], [0.02, 1.40, -5.06], [-1.67, -1.56, 1.22], [-0.60, 1.32, -2.76], [-1.05, 0.49, 0.29], [2.63, -2.92, -4.30], [0.55, -1.50, 6.09], [0.59, -2.51, 0.70], [3.50, 2.18, -2.98], [-0.36, -8.08, 0.01], [-2.79, 2.61, 4.16]]
}

---

No. 8
{
  "formula": "C3H6N4O",
  "method": "ωB97M-V/def2-TZVPD",
  "gap_ev": 9.9,
  "de_lowest_kcal_mol": 138.2,
  "smiles": "[H]/N=c1\\nc[nH]n1OC",
  "spin_multiplicity": 1,
  "largest_force_ev_per_a": 6.418,
  "e_tot_ev": -11210.783,
  "symbols": ["C", "C", "C", "H", "H", "H", "H", "H", "H", "N", "N", "N", "N", "O"],
  "positions_angstrom": [[-1.44193, 1.25844, 0.81271], [1.77579, -0.31481, 0.34405], [-0.06112, -0.99273, -0.30251], [-0.51914, 1.14051, 1.51755], [-1.83876, 2.28590, 0.94198], [-2.03518, 0.25743, 0.87782], [1.58848, 1.70570, -0.02083], [2.71517, -0.21103, 0.87821], [-0.89816, -2.73353, -0.39967], [0.06234, 0.42897, -0.71401], [1.01320, 0.96216, 0.23860], [1.11677, -1.33150, 0.08343], [-1.01577, -1.73627, -0.36042], [-1.11058, 1.19825, -0.45672]],
  "atomic_forces_ev_per_a": [[-0.60, -2.23, 4.41], [0.40, 4.42, 2.22], [-1.48, 2.21, -1.72], [-1.78, 0.46, -0.99], [-0.63, -1.04, 0.51], [-0.19, 2.16, 1.47], [0.72, 1.48, -1.37], [0.23, -0.49, -0.45], [0.57, -0.06, 0.70], [-2.01, 1.94, 1.44], [1.52, -5.84, -0.27], [5.49, -3.05, 1.32], [-4.33, -0.34, -1.51], [2.10, 0.38, -5.76]]
}

---

No. 9
{
  "formula": "C3H6N4O",
  "method": "ωB97M-V/def2-TZVPD",
  "gap_ev": 9.8,
  "de_lowest_kcal_mol": 85.2,
  "smiles": "N#CCNN/C=N\\O",
  "spin_multiplicity": 1,
  "largest_force_ev_per_a": 1.301,
  "e_tot_ev": -11213.082,
  "symbols": ["C", "C", "C", "H", "H", "H", "H", "H", "H", "N", "N", "N", "N", "O"],
  "positions_angstrom": [[-1.51931, 0.91052, 0.13596], [1.76586, -0.42153, 0.39405], [3.10015, 0.03207, 0.01890], [-4.02350, -0.70831, -0.18982], [-1.13866, 1.89442, 0.42730], [-0.88370, -0.98981, -0.38019], [0.93850, 0.35140, -1.34251], [1.68722, -1.52502, 0.21712], [1.55529, -0.30754, 1.47330], [-2.78839, 0.73537, 0.07760], [-0.54851, -0.07728, -0.01023], [0.74659, 0.35001, -0.34434], [4.16676, 0.37473, -0.25835], [-3.05828, -0.61904, -0.21878]],
  "atomic_forces_ev_per_a": [[0.08, -0.29, 0.22], [-1.13, -0.64, 0.07], [0.95, 0.28, 0.08], [0.44, 0.36, 0.01], [-0.24, -0.33, -0.34], [0.37, 1.06, 0.28], [-0.22, -0.16, 0.07], [0.18, 0.66, -0.09], [0.38, 0.23, -0.48], [0.57, 0.03, 0.14], [-0.54, -0.58, -0.50], [0.21, -0.10, 0.49], [-0.88, -0.27, 0.13], [-0.15, -0.25, -0.08]]
}

---

No. 10
{
  "formula": "C3H6N4O",
  "method": "ωB97M-V/def2-TZVPD",
  "gap_ev": 9.0,
  "de_lowest_kcal_mol": 217.9,
  "spin_multiplicity": 1,
  "largest_force_ev_per_a": 6.833,
  "e_tot_ev": -11207.326,
  "symbols": ["C", "C", "C", "H", "H", "H", "H", "H", "H", "N", "N", "N", "N", "O"],
  "positions_angstrom": [[0.62501, -0.31577, -0.18507], [0.03264, 1.08207, -0.00380], [-1.19668, 0.96402, -0.48373], [3.42231, 0.38402, -0.63774], [3.65430, -0.95363, 0.45001], [0.71804, 1.82094, 0.06613], [-1.95926, 1.86629, -0.58228], [-3.00196, -1.75954, 0.62883], [-2.28710, -0.16009, 1.61314], [2.82991, 0.06955, 0.24126], [1.76151, -0.91817, -0.29402], [-1.69570, -0.36231, -0.78603], [-2.59405, -0.55307, 0.50614], [-0.30897, -1.16431, -0.53284]],
  "atomic_forces_ev_per_a": [[1.04, -0.31, -0.57], [-0.13, -4.61, -1.55], [-2.17, 2.79, -0.04], [-1.78, -0.67, 1.69], [-2.80, 4.33, -0.20], [1.33, 2.76, 0.69], [1.64, -2.29, 0.00], [2.15, 4.99, -0.78], [-0.06, -1.58, -4.57], [4.10, -5.19, -1.72], [0.86, 3.67, 1.23], [1.30, -0.60, 5.35], [-0.79, -3.18, 1.37], [-4.69, -0.10, -0.91]]
}

---

No. 11
{
  "formula": "C3H6N4O",
  "method": "ωB97M-V/def2-TZVPD",
  "gap_ev": 8.0,
  "de_lowest_kcal_mol": 213.1,
  "smiles": "CN/N=C(/C#N)NO",
  "spin_multiplicity": 1,
  "largest_force_ev_per_a": 13.870,
  "e_tot_ev": -11207.534,
  "symbols": ["C", "C", "C", "H", "H", "H", "H", "H", "H", "N", "N", "N", "N", "O"],
  "positions_angstrom": [[1.97106, -0.68243, 0.58817], [-1.02645, -0.35673, -0.25361], [-2.28417, -1.02322, -0.02363], [2.83463, -0.35134, 0.04788], [1.60000, -0.43718, 1.63281], [1.86520, -1.83008, 0.51069], [1.82301, 0.06198, -1.33789], [-2.36798, 1.02944, 0.34146], [0.17919, 1.98923, -0.48671], [1.06099, 0.09673, -0.50993], [0.09788, -0.89650, -0.71668], [-1.25639, 1.03821, 0.36970], [-3.66256, -0.85247, -0.00008], [-0.83441, 2.21434, -0.16216]],
  "atomic_forces_ev_per_a": [[-2.20, -0.21, -0.90], [1.93, 1.35, 0.02], [-13.73, 1.85, -0.56], [1.72, -0.04, 1.86], [1.18, 0.36, -1.40], [0.04, 1.89, -0.39], [-2.79, -0.08, 1.83], [3.10, 0.72, 0.27], [-3.32, 0.57, 1.39], [4.29, -1.42, -0.52], [-4.56, 1.52, 0.63], [-3.54, -4.19, 0.24], [13.66, -2.33, -0.02], [4.22, 0.02, -2.46]]
}

---

No. 12
{
  "formula": "C3H6N4O2S",
  "method": "ωB97M-V/def2-TZVPD",
  "gap_ev": 7.8,
  "de_lowest_kcal_mol": 75.1,
  "spin_multiplicity": 1,
  "largest_force_ev_per_a": 3.155,
  "e_tot_ev": -24094.173,
  "symbols": ["C", "C", "C", "N", "N", "N", "N", "O", "O", "S", "H", "H", "H", "H", "H", "H"],
  "positions_angstrom": [[-0.65341, -1.62381, 0.86874], [0.63046, -1.16422, 0.36663], [-2.77058, -0.47914, 0.28307], [-1.73535, -1.02137, 0.55225], [0.66173, -0.28868, -0.55797], [1.88317, 0.06468, -1.05516], [-2.14026, 2.08738, 0.73944], [-4.50403, 1.49177, 0.87377], [-2.95739, 0.61407, 2.63484], [-3.25740, 0.94087, 1.24481], [-0.86131, -2.23544, 1.70971], [1.58789, -1.75532, 0.49135], [2.60608, -0.57812, -0.89111], [1.79284, 0.45717, -1.99821], [-1.47779, 2.04972, 1.43174], [-2.43833, 2.94028, 0.23349]],
  "atomic_forces_ev_per_a": [[-0.79, 1.12, 0.25], [1.31, -1.33, -1.20], [-1.25, 0.15, -0.83], [0.87, 0.18, 0.15], [0.18, 0.74, -0.01], [-1.90, 1.26, -0.64], [-2.47, -1.16, -1.59], [-1.21, -0.58, -0.45], [-0.34, 0.16, -1.45], [1.87, 1.62, 1.28], [0.76, -1.05, 0.55], [-1.18, 0.44, 0.75], [1.23, -1.00, -0.04], [0.26, -0.43, 0.78], [2.39, 0.93, 1.50], [0.25, -1.04, 0.94]]
}